No. 1
{
  "formula": "C4H9NO",
  "method": "the ωB97M-V functional and the def2-TZVPD basis",
  "largest_force_ha_per_bohr": 0.109,
  "energy_ev": -7824.3590,
  "molar_mass_g_mol": 87.12,
  "multiplicity": 1,
  "homo_lumo_gap_ha": 0.3349,
  "e_above_lowest_ev": 7.9610,
  "lumo_ev": 0.20,
  "symbols": ["C", "C", "C", "C", "H", "H", "H", "H", "H", "H", "H", "H", "H", "N", "O"],
  "positions_angstrom": [[-2.704907, 0.602179, -0.134065], [-0.688672, -0.528604, 0.148495], [0.462182, -0.849967, -0.475686], [1.810737, -0.642725, 0.209663], [-2.629541, 1.533450, 1.135016], [-2.343656, 1.457117, -1.292912], [-3.834364, 0.134413, -0.067163], [-0.603555, -0.068625, 1.177538], [0.453744, -1.317116, -1.420393], [2.388596, -1.652137, 0.020954], [1.673077, -0.707603, 1.398983], [3.523274, 0.594095, -0.168511], [2.043629, 1.670559, -0.012976], [2.426294, 0.684885, -0.334853], [-1.976840, -0.909928, -0.184093]],
  "forces_ev_per_a": [[-1.79, -0.02, -0.10], [1.54, -1.13, 1.37], [-0.90, 0.65, 1.85], [-0.57, 0.17, 1.32], [0.36, -3.19, -3.69], [-1.16, -3.13, 3.84], [2.77, 1.94, -0.66], [-0.20, -0.37, -1.12], [-0.01, -0.44, -1.05], [-0.30, 2.56, -0.16], [0.20, 0.59, -2.44], [-3.21, 0.85, -0.33], [0.89, -3.28, -0.26], [2.44, -0.79, 1.19], [-0.06, 5.59, 0.23]],
  "nbo_charge": [-0.36, 0.13, -0.28, -0.25, 0.21, 0.25, 0.22, 0.16, 0.21, 0.22, 0.17, 0.36, 0.39, -0.89, -0.54]
}


No. 2
{
  "formula": "C5H15EuIN2O2",
  "method": "the ωB97M-V functional and the def2-TZVPD basis",
  "largest_force_ha_per_bohr": 0.056,
  "energy_ev": -39932.7764,
  "molar_mass_g_mol": 414.05,
  "multiplicity": 8,
  "homo_lumo_gap_ha": [0.2464, 0.2511],
  "e_above_lowest_ev": 0.0000,
  "lumo_ev": [-0.08, -0.09],
  "s_squared": 15.76,
  "symbols": ["C", "C", "H", "H", "H", "H", "H", "H", "Eu", "C", "H", "H", "H", "I", "C", "O", "C", "O", "N", "N", "H", "H", "H", "H", "H", "H"],
  "positions_angstrom": [[4.117848, 0.158260, -3.143672], [3.528320, -1.082444, -3.811109], [3.914862, 1.059647, -3.731182], [5.206727, 0.066625, -3.064968], [3.735464, 0.322535, -2.127362], [2.445632, -1.154841, -3.665513], [3.723851, -1.065185, -4.889342], [3.985370, -1.997103, -3.420385], [0.756038, 0.430764, -0.546748], [0.907186, -1.987136, -0.831884], [0.554365, -2.315563, -1.814370], [0.365675, -2.528043, -0.027549], [1.995812, -2.118225, -0.740142], [3.321170, 1.326695, 0.815624], [-2.801564, 3.468430, 2.044720], [-2.246357, 2.205809, 2.520384], [-1.359885, 1.541254, 1.750261], [-1.154845, 1.671897, 0.512526], [-0.724647, 0.646417, 2.542067], [0.333449, -0.150012, 1.990001], [-3.788477, 3.506115, 2.496572], [-2.906453, 3.596194, 0.958915], [-2.206982, 4.302138, 2.440058], [-0.901315, 0.704657, 3.541051], [1.221052, 0.029259, 2.493742], [0.077697, -1.140491, 2.079397]],
  "forces_ev_per_a": [[0.08, 0.06, 0.03], [0.08, -0.04, -0.12], [-0.03, -0.06, 0.10], [-0.17, 0.08, 0.03], [0.15, -0.11, -0.20], [0.12, -0.04, -0.03], [-0.07, -0.03, 0.14], [-0.19, 0.11, 0.03], [0.18, 0.72, -0.36], [-0.42, 0.01, 0.28], [0.12, -0.35, 0.09], [0.38, -0.12, -0.47], [-0.18, -0.33, -0.01], [0.22, 0.16, 0.19], [-0.14, 0.18, 0.22], [0.30, 0.52, -1.40], [0.29, 0.09, -1.27], [-0.80, 0.06, 2.75], [0.71, -0.34, -0.42], [-0.74, 0.09, 1.08], [-0.01, 0.04, -0.03], [0.32, -0.64, 0.30], [0.01, -0.37, -0.08], [0.21, -0.17, -0.34], [-0.62, 0.03, -0.47], [0.18, 0.45, -0.04]],
  "lowdin_charge": [-0.18, -0.17, 0.06, 0.07, -0.03, 0.05, 0.06, 0.07, 1.15, -0.41, -0.09, -0.08, -0.07, -0.28, -0.01, -0.03, -0.53, -0.11, 0.02, -0.04, 0.09, 0.10, 0.10, 0.16, 0.03, 0.10]
}


No. 3
{
  "formula": "C12H17BBaBrO3",
  "method": "the ωB97M-V functional and the def2-TZVPD basis",
  "largest_force_ha_per_bohr": 0.072,
  "energy_ev": -90270.8520,
  "molar_mass_g_mol": 437.31,
  "multiplicity": 1,
  "homo_lumo_gap_ha": 0.2899,
  "lumo_ev": -4.19,
  "total_charge": 1,
  "symbols": ["C", "C", "C", "C", "C", "O", "B", "Br", "O", "O", "C", "C", "C", "C", "C", "C", "C", "H", "H", "H", "H", "H", "H", "H", "H", "H", "H", "H", "H", "H", "H", "H", "H", "H", "Ba"],
  "positions_angstrom": [[-3.068486, 0.910035, 1.488666], [-2.129753, 0.303345, 0.458659], [-1.108863, 1.326864, 0.005591], [-0.429396, 1.153761, -1.328876], [-1.242281, 0.723745, -2.572253], [-0.226811, 0.440302, -3.487650], [1.079681, 0.346272, -2.800896], [2.150925, -1.287922, -3.375796], [0.643043, 0.238629, -1.375051], [-1.597202, -0.977488, 0.825722], [-0.639169, -0.971644, 1.903672], [0.791018, -0.971260, 1.473047], [1.608213, 0.058976, 1.910065], [2.933279, 0.129176, 1.536149], [3.462046, -0.847893, 0.704904], [2.665842, -1.891638, 0.292588], [1.340737, -1.967493, 0.679976], [-2.508539, 1.491855, 2.221597], [-3.734263, 1.608648, 0.989818], [-3.631455, 0.149131, 2.021706], [-2.755037, 0.091953, -0.425069], [-1.665578, 2.262350, -0.085449], [-0.357013, 1.497262, 0.774758], [-0.015111, 2.133359, -1.599381], [-1.722148, -0.263210, -2.420248], [-1.894266, 1.463323, -3.027468], [1.806961, 1.297244, -2.919478], [-0.844838, -1.870979, 2.484559], [-0.825897, -0.122370, 2.556694], [1.186601, 0.822890, 2.549954], [3.539620, 0.949526, 1.888561], [4.490214, -0.797904, 0.383263], [3.090122, -2.655015, -0.342230], [0.761845, -2.818103, 0.348818], [-1.154041, -1.955727, -1.738924]],
  "forces_ev_per_a": [[0.42, -0.08, 0.37], [-0.46, 0.28, -0.49], [-0.05, 0.20, 0.07], [0.07, 0.37, -0.34], [1.45, 0.78, -0.62], [-0.19, -0.83, -0.62], [0.35, 0.81, 0.58], [-0.62, -0.57, 0.22], [-0.47, -1.07, 0.33], [0.20, -0.22, -0.58], [-0.08, -0.39, 0.47], [0.01, 0.16, -0.01], [-0.18, 0.08, 0.05], [0.22, -0.05, -0.11], [0.14, 0.39, 0.23], [0.01, -0.44, -0.32], [0.08, 0.27, -0.04], [0.03, -0.02, 0.09], [-0.17, -0.05, 0.00], [-0.18, -0.05, -0.09], [-0.11, -0.26, 0.03], [-0.02, 0.07, 0.09], [0.06, 0.00, 0.02], [-0.14, 0.12, -0.03], [-1.89, 3.12, -0.68], [-0.56, -0.15, 0.38], [-0.12, -0.03, -0.27], [-0.15, -0.04, -0.02], [-0.11, 0.07, 0.01], [0.01, 0.09, 0.06], [0.12, 0.04, -0.02], [0.10, 0.02, 0.00], [-0.02, -0.08, -0.06], [-0.25, -0.36, 0.11], [2.51, -2.17, 1.19]],
  "lowdin_charge": [-0.02, -0.42, -0.07, -0.34, -0.26, -0.11, -1.11, 0.61, -0.19, -0.27, -0.13, -0.23, -0.04, -0.04, -0.05, -0.09, -0.10, 0.09, 0.10, 0.10, 0.12, 0.15, 0.13, 0.17, -0.12, 0.16, 0.09, 0.14, 0.13, 0.12, 0.12, 0.12, 0.11, 0.08, 2.05]
}


No. 4
{
  "formula": "C39H34FeI2N2O2P",
  "method": "the ωB97M-V functional and the def2-TZVPD basis",
  "largest_force_ha_per_bohr": 0.018,
  "energy_ev": -107934.9628,
  "molar_mass_g_mol": 903.34,
  "multiplicity": 6,
  "homo_lumo_gap_ha": [0.2738, 0.2046],
  "e_above_lowest_ev": 0.0000,
  "lumo_ev": [-6.05, -8.12],
  "total_charge": 2,
  "s_squared": 8.79,
  "symbols": ["Fe", "C", "C", "C", "C", "C", "C", "H", "H", "H", "H", "H", "H", "I", "C", "C", "C", "I", "C", "C", "C", "C", "N", "C", "C", "O", "H", "H", "H", "H", "C", "C", "C", "C", "C", "O", "C", "N", "C", "C", "C", "C", "C", "C", "P", "C", "C", "C", "C", "C", "C", "C", "C", "C", "C", "C", "C", "H", "H", "H", "H", "H", "H", "H", "H", "H", "H", "H", "H", "H", "H", "H", "H", "H", "H", "H", "H", "H", "H", "H", "H"],
  "positions_angstrom": [[0.959005, -0.219796, -0.698684], [0.647004, -1.974042, -2.596108], [1.677387, -1.145723, -3.039964], [3.002578, -1.440856, -2.707863], [3.291190, -2.570066, -1.961630], [2.261951, -3.389861, -1.505330], [0.941427, -3.084920, -1.798163], [-0.360522, -1.810591, -2.950971], [1.456452, -0.327896, -3.716986], [3.803791, -0.812221, -3.072330], [4.319100, -2.814628, -1.730102], [2.493591, -4.274119, -0.926234], [0.142240, -3.736890, -1.469431], [6.061004, 0.813858, -0.082108], [4.528918, 2.133274, -0.437421], [4.765713, 3.493466, -0.491130], [3.735583, 4.400044, -0.728191], [4.219988, 6.388841, -0.795954], [2.378430, 3.949901, -0.924017], [1.287680, 4.805520, -1.153015], [0.043347, 4.258062, -1.325656], [-0.108961, 2.871051, -1.270069], [0.894120, 2.029496, -1.061382], [2.119679, 2.576339, -0.885715], [3.200732, 1.622847, -0.635477], [2.924801, 0.405661, -0.607148], [5.771870, 3.862694, -0.348425], [1.432524, 5.876833, -1.184641], [-0.824055, 4.878597, -1.498632], [-1.097602, 2.452530, -1.381338], [3.014385, -2.097022, 1.595406], [2.354485, -1.354096, 2.744705], [1.101683, -2.100317, 3.184692], [2.066239, 0.104734, 2.372065], [1.637968, 0.949274, 3.575217], [0.409530, 1.583380, 3.151177], [0.100809, 1.104650, 1.952054], [0.932334, 0.280101, 1.414298], [-1.172153, 1.644992, 1.411202], [-1.572857, 2.887117, 1.906915], [-2.726207, 3.495121, 1.441295], [-3.500656, 2.859382, 0.482735], [-3.125509, 1.610931, 0.009544], [-1.963649, 0.988474, 0.457554], [-1.586126, -0.732646, -0.021884], [-2.760043, -1.681866, 0.993513], [-4.117372, -1.725532, 0.672615], [-5.005148, -2.370935, 1.516403], [-4.550717, -2.970637, 2.685447], [-3.205242, -2.923105, 3.011732], [-2.310437, -2.280649, 2.166625], [-2.265526, -0.924550, -1.711632], [-2.769683, -2.171516, -2.085606], [-3.131219, -2.421706, -3.402076], [-2.998097, -1.432303, -4.366092], [-2.487338, -0.192629, -4.008461], [-2.121184, 0.052334, -2.692375], [3.175020, -3.147039, 1.844178], [3.965670, -1.657007, 1.303649], [2.359723, -2.085742, 0.719075], [3.060195, -1.306423, 3.581484], [0.475150, -2.302988, 2.312994], [0.506353, -1.548352, 3.915046], [1.363945, -3.056784, 3.635109], [2.960472, 0.523372, 1.909327], [2.344653, 1.730175, 3.845178], [1.407216, 0.351888, 4.455415], [-0.972378, 3.373741, 2.661391], [-3.027779, 4.454163, 1.839424], [-4.406920, 3.323631, 0.117500], [-3.749974, 1.112921, -0.720788], [-4.488430, -1.267088, -0.234633], [-6.055689, -2.406237, 1.261568], [-5.248597, -3.476293, 3.338744], [-2.848036, -3.388606, 3.920231], [-1.262009, -2.247714, 2.429369], [-2.878968, -2.956775, -1.348245], [-3.521794, -3.393151, -3.674148], [-3.295644, -1.625032, -5.387656], [-2.375182, 0.583814, -4.753676], [-1.704230, 1.013137, -2.443490]],
  "forces_ev_per_a": [[-0.55, -0.09, 0.61], [-0.02, -0.04, 0.04], [0.16, 0.15, -0.05], [0.00, -0.11, -0.16], [0.00, 0.01, 0.01], [-0.01, 0.00, 0.02], [0.03, 0.00, -0.07], [0.02, 0.02, 0.06], [-0.01, 0.03, 0.04], [0.00, 0.02, 0.02], [0.01, -0.01, -0.01], [0.00, 0.01, 0.01], [-0.01, 0.01, 0.02], [-0.02, -0.07, 0.01], [-0.09, -0.01, -0.03], [-0.13, 0.01, -0.02], [0.05, -0.09, 0.02], [0.01, 0.10, 0.00], [0.01, 0.05, 0.00], [-0.04, -0.02, 0.01], [0.05, 0.00, 0.01], [-0.05, 0.03, -0.07], [0.04, 0.22, -0.14], [0.11, -0.07, 0.03], [-0.09, 0.03, -0.11], [0.49, -0.17, 0.14], [0.00, 0.01, 0.00], [0.00, 0.00, -0.02], [-0.01, 0.00, -0.01], [0.06, -0.01, 0.00], [-0.06, -0.03, -0.07], [-0.03, -0.03, -0.04], [0.04, 0.05, 0.02], [-0.02, -0.06, -0.01], [0.00, 0.06, 0.06], [0.04, -0.07, 0.01], [-0.25, -0.05, 0.05], [0.23, 0.10, 0.10], [0.10, 0.04, 0.00], [0.04, 0.01, -0.04], [0.00, 0.00, 0.00], [0.02, 0.01, -0.02], [-0.03, -0.01, 0.00], [-0.19, -0.10, 0.21], [0.03, -0.02, -0.94], [0.22, 0.02, 0.21], [-0.07, 0.04, 0.07], [0.02, 0.00, 0.00], [0.00, 0.00, -0.01], [0.00, 0.00, -0.02], [-0.01, -0.03, 0.00], [-0.22, -0.08, 0.14], [0.05, -0.02, -0.03], [0.01, -0.02, 0.01], [0.00, 0.01, 0.01], [0.00, -0.02, 0.01], [0.02, -0.05, -0.05], [0.04, 0.03, 0.05], [0.08, 0.06, -0.03], [-0.01, 0.01, -0.01], [-0.02, 0.00, 0.00], [0.21, 0.00, 0.03], [-0.02, 0.00, -0.01], [0.01, -0.01, -0.01], [0.06, -0.01, -0.04], [-0.01, 0.00, -0.02], [0.03, 0.00, 0.01], [0.00, 0.02, 0.00], [0.01, 0.02, -0.01], [-0.02, 0.00, 0.00], [-0.02, -0.03, 0.02], [0.01, 0.02, 0.01], [-0.01, 0.00, 0.00], [-0.01, 0.00, 0.01], [0.00, -0.01, 0.01], [-0.25, 0.01, -0.04], [-0.02, -0.01, -0.02], [-0.01, 0.00, 0.01], [0.02, -0.01, -0.01], [-0.01, 0.01, 0.01], [0.01, 0.17, 0.02]],
  "lowdin_charge": [0.83, -0.14, -0.11, -0.08, -0.06, -0.07, -0.07, 0.08, 0.12, 0.12, 0.12, 0.12, 0.12, 1.09, -0.63, -0.21, -0.64, 1.14, -0.18, 0.00, 0.01, -0.09, 0.10, -0.12, -0.38, -0.11, 0.09, 0.08, 0.13, 0.08, -0.06, -0.36, -0.05, -0.24, -0.04, 0.04, -0.32, 0.07, -0.15, 0.01, -0.03, -0.03, -0.08, -0.31, 1.11, -0.35, -0.09, -0.05, -0.05, -0.05, -0.08, -0.41, -0.11, -0.05, -0.05, -0.06, -0.12, 0.10, 0.07, 0.04, 0.15, 0.05, 0.09, 0.10, 0.13, 0.14, 0.13, 0.13, 0.12, 0.12, 0.11, 0.11, 0.12, 0.12, 0.11, 0.05, 0.11, 0.12, 0.12, 0.12, 0.07]
}


No. 5
{
  "formula": "C3H4ClFO",
  "method": "the ωB97M-V functional and the def2-TZVPD basis",
  "largest_force_ha_per_bohr": 0.066,
  "energy_ev": -20462.4228,
  "molar_mass_g_mol": 110.52,
  "multiplicity": 1,
  "homo_lumo_gap_ha": 0.3921,
  "e_above_lowest_ev": 0.2937,
  "smiles": "CC(=O)[C@@H](F)Cl",
  "lumo_ev": 0.60,
  "symbols": ["C", "C", "C", "H", "H", "H", "H", "O", "F", "Cl"],
  "positions_angstrom": [[-1.242487, -0.240427, 0.179260], [-0.137173, 0.345164, -0.641003], [1.309012, -0.051244, 0.003572], [-1.846837, -0.901410, -0.412268], [-1.919232, 0.553921, 0.580411], [-1.001192, -0.750176, 1.096941], [1.088554, -0.821678, 0.758233], [-0.247990, 0.747359, -1.751266], [2.313702, -0.283142, -0.806852], [1.683644, 1.401634, 0.992971]],
  "forces_ev_per_a": [[-1.57, 1.63, 1.23], [2.04, -2.68, 0.35], [-2.53, 1.60, 1.18], [-0.22, -0.21, -0.53], [0.35, -0.31, -0.72], [0.79, -0.32, 0.11], [0.70, -0.21, -0.63], [-0.06, 0.81, -0.36], [0.37, -0.48, -0.83], [0.14, 0.16, 0.21]],
  "nbo_charge": [-0.75, 0.56, 0.14, 0.25, 0.25, 0.23, 0.17, -0.48, -0.30, -0.08]
}